# 1
{"formula": "C25H46GeN4OPdSi3", "method": "ωB97M-V/def2-TZVPD", "charge": -1, "e_tot_ev": -118311.046, "spin_multiplicity": 4, "homo_lumo_gap_ev": [6.289, 7.435], "de_lowest_ev": 0.2859, "symbols": ["Pd", "O", "C", "N", "C", "C", "C", "C", "C", "C", "N", "C", "C", "C", "C", "C", "N", "H", "H", "H", "H", "H", "H", "H", "H", "H", "H", "C", "Si", "C", "C", "Ge", "Si", "C", "C", "C", "Si", "C", "C", "C", "H", "H", "H", "H", "H", "H", "H", "H", "H", "H", "H", "H", "H", "H", "H", "H", "H", "H", "H", "H", "H", "H", "H", "H", "H", "H", "H", "C", "C", "C", "C", "N", "H", "H", "H", "H", "H", "H", "H", "H", "H"], "coordinates": [[-0.06439, -0.55780, 0.19498], [1.00656, 2.88042, 2.66777], [0.90587, 1.88059, 1.92911], [-0.16290, 1.43457, 1.30227], [-1.33607, 2.21365, 1.59907], [-2.55704, 1.83746, 0.80118], [-3.82195, 2.06210, 1.35402], [-4.94875, 1.75208, 0.62117], [-4.79082, 1.22467, -0.65305], [-3.50097, 1.04559, -1.12120], [-2.40826, 1.34434, -0.42280], [2.14641, 1.01965, 1.75773], [3.28116, 1.31666, 2.50533], [4.39598, 0.51031, 2.38012], [4.34959, -0.57141, 1.51068], [3.18155, -0.79271, 0.80196], [2.10699, -0.01649, 0.91787], [-1.14906, 3.28802, 1.44522], [-1.59479, 2.13413, 2.66691], [-3.90076, 2.46226, 2.35690], [-5.93713, 1.91025, 1.03674], [-5.63932, 0.95008, -1.26514], [-3.32834, 0.63093, -2.10448], [3.23665, 2.17285, 3.16197], [5.29223, 0.71867, 2.95243], [5.19407, -1.23266, 1.37606], [3.09507, -1.62284, 0.11660], [1.69821, 0.83148, -3.85347], [0.41117, -0.53724, -4.02117], [0.95225, -1.62024, -5.47402], [-1.20106, 0.28718, -4.55113], [0.20222, -1.70435, -1.96377], [-1.58773, -3.25308, -2.22870], [-3.26757, -2.52583, -1.77850], [-1.32241, -4.72207, -1.07043], [-1.78389, -3.96156, -3.97474], [2.03030, -3.23908, -2.06886], [3.63971, -2.35244, -2.55059], [1.89615, -4.66416, -3.30966], [2.26429, -4.07999, -0.38063], [1.70303, 1.48812, -4.72731], [2.69810, 0.40970, -3.74079], [1.49352, 1.43644, -2.96929], [0.97489, -1.02662, -6.39242], [0.27244, -2.45806, -5.62738], [1.95171, -2.02597, -5.31363], [-1.08216, 0.75370, -5.53258], [-1.48923, 1.06156, -3.84135], [-2.01837, -0.43352, -4.61614], [-3.21326, -2.02322, -0.81255], [-4.01421, -3.32309, -1.71646], [-3.60961, -1.80508, -2.52234], [-1.06020, -4.36896, -0.07323], [-0.51794, -5.37064, -1.42061], [-2.23381, -5.32179, -0.99742], [-2.08312, -3.18838, -4.68391], [-2.55506, -4.73705, -3.98105], [-0.85613, -4.40364, -4.33690], [3.67412, -2.23141, -3.63560], [4.51802, -2.93234, -2.25441], [3.72144, -1.35798, -2.11448], [1.73294, -4.30788, -4.32591], [1.07514, -5.33472, -3.05542], [2.82012, -5.24941, -3.29909], [1.80869, -3.49895, 0.42267], [3.31919, -4.23572, -0.14007], [1.77913, -5.05811, -0.38943], [-2.67800, -3.15343, 2.48880], [-1.41133, -2.29214, 2.45552], [-1.56833, -1.08231, 3.38704], [-0.18763, -3.11962, 2.86822], [-1.21822, -1.80559, 1.11885], [-2.86038, -3.53122, 3.49824], [-2.57971, -4.00197, 1.81181], [-3.54019, -2.56458, 2.17529], [-1.67996, -1.41186, 4.42414], [-2.44802, -0.50059, 3.10644], [-0.69859, -0.42859, 3.30814], [-0.28376, -3.46801, 3.90011], [0.71518, -2.51173, 2.78524], [-0.07479, -3.98730, 2.21683]]}

=====

# 2
{"formula": "C36H59F3N2O5PS", "method": "ωB97M-V/def2-TZVPD", "charge": 1, "e_tot_ev": -79777.824, "homo_lumo_gap_ev": 7.988, "symbols": ["C", "C", "C", "C", "O", "C", "C", "C", "P", "O", "O", "C", "C", "O", "C", "C", "C", "F", "C", "C", "C", "C", "C", "O", "C", "N", "N", "S", "C", "C", "C", "C", "C", "C", "H", "H", "H", "H", "H", "H", "H", "H", "H", "H", "H", "H", "H", "H", "H", "H", "H", "H", "H", "H", "H", "H", "H", "H", "H", "H", "H", "H", "H", "H", "H", "H", "H", "H", "H", "H", "H", "H", "H", "H", "H", "H", "H", "H", "H", "H", "H", "H", "H", "F", "C", "C", "C", "C", "C", "C", "H", "H", "H", "H", "H", "F", "C", "C", "C", "C", "C", "C", "H", "H", "H", "H", "H"], "coordinates": [[0.16623, -3.42640, 3.85341], [-0.41164, -2.94487, 2.74586], [-0.07730, -1.60386, 2.16355], [0.31657, -1.62490, 0.67053], [-0.20397, -2.76796, 0.03794], [-0.36172, -2.60405, -1.38217], [-1.66898, -1.80202, -1.57375], [-2.07435, -1.27379, -2.97056], [-2.46878, 0.49358, -3.04689], [-2.29741, 1.05249, -4.40016], [-3.94441, 0.60455, -2.47730], [-4.96259, 1.25948, -3.27345], [-4.85320, 2.76721, -3.23928], [-1.52680, 1.18334, -1.95289], [-2.02946, 2.00852, -0.88370], [-2.62188, 1.25610, 0.28977], [-0.61532, -4.06384, -1.81423], [-1.06391, -4.12511, -3.12360], [0.47841, -5.10557, -1.55900], [1.47563, -5.37612, -2.70208], [0.92836, -1.91723, -1.93987], [1.31922, -2.20872, -3.39217], [1.87665, -1.03672, -4.23006], [2.07824, -1.57082, -5.54569], [0.96560, 0.15332, -4.39254], [1.62419, 1.26709, -5.09645], [2.05470, -2.23225, -0.95487], [3.68813, -1.81162, -1.55022], [1.85139, -1.59672, 0.43633], [2.54208, -2.52840, 1.42061], [2.31604, -0.13513, 0.50252], [3.66146, 0.17974, 1.19897], [4.24087, 1.42364, 0.50195], [3.49140, 0.50031, 2.69506], [0.17592, -4.49125, 4.05155], [0.59908, -2.78513, 4.61542], [-1.19650, -3.53014, 2.28095], [0.66916, -1.08036, 2.76265], [-0.97689, -0.97593, 2.19915], [-0.06964, -0.69427, 0.25051], [-2.45363, -2.49512, -1.26346], [-1.70403, -0.98703, -0.86277], [-3.02107, -1.74527, -3.24034], [-1.37864, -1.50844, -3.76857], [-5.90225, 0.96402, -2.80506], [-4.98606, 0.86684, -4.28899], [-3.83909, 3.10042, -3.46872], [-5.12145, 3.16073, -2.25720], [-5.52346, 3.21040, -3.97526], [-1.16219, 2.55914, -0.51583], [-2.74855, 2.74877, -1.23496], [-3.57762, 0.78953, 0.04709], [-1.95151, 0.49062, 0.67378], [-2.81266, 1.97205, 1.09322], [-1.45484, -4.36182, -1.17991], [0.96224, -4.89604, -0.60141], [-0.05706, -6.04049, -1.38785], [2.50914, -5.15870, -2.41968], [1.21479, -4.85459, -3.61855], [1.46411, -6.43720, -2.94864], [0.79323, -0.83440, -1.86029], [2.09318, -2.97708, -3.44243], [0.47846, -2.60904, -3.95500], [2.85099, -0.71088, -3.85380], [2.95921, -1.94750, -5.59982], [0.09141, -0.13436, -4.97240], [0.64648, 0.53965, -3.42333], [1.25236, 1.33001, -6.03470], [2.60467, 1.05025, -5.23605], [2.07161, -3.24195, -0.80069], [4.15007, -3.06752, -1.58822], [2.63850, -2.07616, 2.40395], [3.54288, -2.80418, 1.08235], [1.96229, -3.44616, 1.54534], [2.27229, 0.34028, -0.48356], [1.55316, 0.37562, 1.09866], [4.38843, -0.61554, 1.03083], [4.36807, 1.24330, -0.57050], [5.22960, 1.65771, 0.89456], [3.57098, 2.27956, 0.60478], [3.74015, -0.34306, 3.34226], [2.46041, 0.77327, 2.92847], [4.10710, 1.35524, 2.96948], [-3.75201, 4.98235, 0.38658], [-2.79442, 5.21926, 1.31088], [-3.16615, 5.48680, 2.61294], [-2.16612, 5.69131, 3.55563], [-0.82922, 5.65032, 3.18212], [-0.48278, 5.39715, 1.86468], [-1.47191, 5.17011, 0.92141], [-4.21371, 5.51691, 2.87981], [-2.43515, 5.87537, 4.58678], [-0.05802, 5.80394, 3.92433], [0.55816, 5.35813, 1.57318], [-1.21373, 4.94602, -0.10556], [1.35752, 3.30406, 3.78061], [0.70657, 2.42431, 4.56980], [-0.25854, 1.61944, 3.99533], [-0.92728, 0.70691, 4.79991], [-0.62995, 0.61833, 6.15306], [0.34168, 1.44371, 6.70380], [1.02327, 2.35617, 5.91023], [-0.48032, 1.71855, 2.93905], [-1.68645, 0.06598, 4.36894], [-1.15666, -0.08978, 6.77791], [0.57115, 1.37992, 7.75858], [1.78772, 3.00370, 6.31750]]}

=====

# 3
{"formula": "C5H8O2", "method": "ωB97M-V/def2-TZVPD", "charge": 0, "e_tot_ev": -9409.635, "homo_lumo_gap_ev": 11.139, "de_lowest_ev": 0.1969, "symbols": ["C", "C", "C", "C", "C", "O", "O", "H", "H", "H", "H", "H", "H", "H", "H"], "coordinates": [[-0.92066, 1.25995, -0.50286], [-0.11829, 0.11052, 0.07773], [-0.94953, -0.89413, 0.87085], [0.97100, -0.49082, -0.83514], [1.90607, -0.07318, 0.29061], [3.05063, -0.22298, 0.59740], [0.94597, 0.59247, 0.98094], [-0.26269, 2.00422, -0.96220], [-1.59818, 0.88305, -1.27771], [-1.52521, 1.76120, 0.26013], [-0.40094, -1.83958, 0.96015], [-1.12144, -0.49170, 1.86988], [-1.91616, -1.08775, 0.39506], [0.89784, -1.55577, -1.06448], [1.18379, 0.09219, -1.73759]]}